No. 1
C5H9N2O2P | ωB97M-V with the def2-TZVPD basis set

Properties
Gap between HOMO and LUMO in eV: 9.31
Highest occupied orbital energy in eV: -9.4293
Molecular weight in g mol⁻¹: 160.11
LUMO level in Eh: -0.0042
SMILES: Cn1c(=O)n(C)p(C)c1=O

Each line ends with the Mulliken charge.
CARTESIAN COORDINATES (ANGSTROEM)
1 C -0.8204 -0.8501 -0.5336  0.477
2 C 1.6084 -0.7575 -0.4801  0.678
3 C 0.4622 -2.9329 -0.2476  -0.993
4 C -1.7722 1.3631 -0.9659  -0.917
5 C 1.0848 1.9276 0.8098  -0.744
6 N 0.4367 -1.4765 -0.4566  -0.005
7 N -0.6936 0.5199 -0.5481  -0.037
8 O -1.8489 -1.5038 -0.4889  -0.630
9 O 2.7172 -1.2325 -0.3494  -0.586
10 P 1.2790 1.0839 -0.8546  0.079
11 H 0.1323 -3.1128 0.7451  0.333
12 H -0.2436 -3.3378 -1.0644  0.286
13 H 1.5454 -3.1622 -0.1557  0.350
14 H -1.7656 1.5932 -2.0764  0.276
15 H -2.6812 0.7355 -0.8815  0.344
16 H -1.8524 2.2934 -0.2313  0.264
17 H 1.9793 2.4861 1.0282  0.393
18 H 1.0293 1.1995 1.6447  0.288
19 H 0.1104 2.4101 0.6583  0.145

No. 2
C5H9N2O3 | ωB97M-V with the def2-TZVPD basis set

Properties
Gap between HOMO and LUMO (alpha / beta) in eV: 6.79 / 6.63
Highest occupied orbital energy (alpha / beta) in eV: -10.2737 / -10.1571
Molecular weight in g mol⁻¹: 145.14
Net charge: +1
LUMO level (alpha / beta) in Eh: -0.1280 / -0.1297

Each line ends with the Mulliken charge.
CARTESIAN COORDINATES (ANGSTROEM)
1 C -4.1188 0.2784 0.2875  -0.084
2 C 0.1646 -1.0903 0.3210  0.685
3 C -1.8924 0.5488 0.0631  -0.321
4 C 2.6897 1.2889 -0.6482  -1.170
5 C 2.4051 -0.2341 -0.3498  -0.272
6 N -3.9128 -0.1712 -0.9338  -0.023
7 N -3.0490 0.8197 0.8778  -0.049
8 O -0.1630 -2.0989 0.8071  -0.299
9 O -2.4835 -0.1501 -1.0484  -0.264
10 O 0.8424 -0.1800 -0.1059  -0.225
11 H -5.0937 0.3421 0.7769  0.387
12 H -1.1802 1.3345 -0.2192  0.231
13 H 2.0169 1.6473 -1.4003  0.334
14 H 2.6582 1.7446 0.2504  0.362
15 H 3.5751 1.3338 -1.1442  0.453
16 H 2.8755 -0.5723 0.5843  0.334
17 H 2.4727 -1.0011 -1.1592  0.338
18 H -4.4283 -0.8329 -1.4833  0.294
19 H -2.9494 1.5105 1.6011  0.288

No. 3
C5H9N2OS | ωB97M-V with the def2-TZVPD basis set

Properties
Gap between HOMO and LUMO (alpha / beta) in eV: 7.00 / 6.06
Highest occupied orbital energy (alpha / beta) in eV: -10.2992 / -13.7924
Expectation value of S²: 2.01
Spin multiplicity: 3
Molecular weight in g mol⁻¹: 145.21
Net charge: +1
LUMO level (alpha / beta) in Eh: -0.1211 / -0.2841

Each line ends with the Mulliken charge.
CARTESIAN COORDINATES (ANGSTROEM)
1 C 1.5163 -0.2993 1.3989  -0.480
2 C -0.2196 -1.9289 0.8298  0.163
3 C 1.1924 1.0486 1.0252  -0.294
4 C 0.0774 1.1008 -0.0525  0.558
5 C -1.2367 1.9950 -2.1182  -0.798
6 N 0.8113 -1.3270 1.2167  -0.125
7 N -0.2865 -2.9339 -0.0529  -0.277
8 O -0.7888 0.1900 -0.0550  -0.573
9 S 0.0869 2.5678 -0.8999  0.009
10 H 2.3668 -0.5071 2.0848  0.386
11 H -1.1083 -1.8700 1.4008  0.291
12 H 0.6440 1.5030 1.9046  0.294
13 H 2.1909 1.5560 0.7047  0.386
14 H -1.9085 1.5749 -1.4128  0.241
15 H -0.7442 1.3014 -2.7624  0.291
16 H -1.7052 2.7356 -2.6997  0.398
17 H -1.2355 -3.3155 0.1385  0.287
18 H 0.3473 -3.3914 -0.6505  0.244

No. 4
C5H9N2S | ωB97M-V with the def2-TZVPD basis set

Properties
Gap between HOMO and LUMO (alpha / beta) in eV: 5.34 / 5.40
Highest occupied orbital energy (alpha / beta) in eV: -13.0872 / -13.0875
Molecular weight in g mol⁻¹: 129.21
Net charge: +1
LUMO level (alpha / beta) in Eh: -0.2847 / -0.2826

Each line ends with the Mulliken charge.
CARTESIAN COORDINATES (ANGSTROEM)
1 C 2.8624 -0.2679 0.8234  -0.398
2 C 1.5395 -0.1963 1.1088  -0.344
3 C 1.7192 0.6243 -0.9014  -0.351
4 C -2.3514 -0.8942 0.0303  -0.823
5 C -2.6640 0.5927 -0.3715  -0.431
6 N 2.9477 0.1880 -0.4804  -0.088
7 N 0.8250 0.3657 0.0566  -0.061
8 S -1.6524 1.7842 0.3857  0.371
9 H 3.6654 -0.7582 1.2627  0.425
10 H 0.9739 -0.5533 1.9940  0.355
11 H 1.6605 1.1490 -1.7647  0.434
12 H -2.6014 -0.8840 1.1086  0.312
13 H -2.9593 -1.5108 -0.6830  0.337
14 H -1.2317 -1.1106 -0.0893  0.230
15 H -3.6678 0.8655 0.0334  0.393
16 H -2.7949 0.6167 -1.4293  0.391
17 H 3.7293 -0.0108 -1.0840  0.248

No. 5
C5H9N3 | ωB97M-V with the def2-TZVPD basis set

Properties
Gap between HOMO and LUMO in eV: 7.27
Highest occupied orbital energy in eV: -6.2024
Molecular weight in g mol⁻¹: 111.15
LUMO level in Eh: 0.0394

Each line ends with the Mulliken charge.
CARTESIAN COORDINATES (ANGSTROEM)
1 C -0.4118 1.6625 -0.6766  -0.441
2 C -1.9604 0.0724 0.6757  -1.462
3 C 1.2475 0.1606 0.0892  0.265
4 C 0.2972 -0.6967 -0.3914  -0.006
5 C -0.7567 0.3313 -0.1612  0.928
6 N 2.5258 0.0347 0.3967  -0.397
7 N 0.2578 -2.0332 -0.6430  -0.561
8 N 0.5281 1.2868 0.4116  -0.682
9 H 3.0474 0.8359 0.7207  0.229
10 H 3.0436 -0.7930 0.1436  0.209
11 H 0.5070 -2.6886 0.0921  0.184
12 H -0.4725 -2.4028 -1.2387  0.199
13 H 0.0320 1.7417 -1.6685  0.264
14 H -1.0383 2.4987 -0.3866  0.286
15 H -2.6692 -0.5357 0.1013  0.317
16 H -1.7062 -0.4735 1.5881  0.305
17 H -2.4713 0.9988 0.9471  0.363

No. 6
C5H9N3 | ωB97M-V with the def2-TZVPD basis set

Properties
Gap between HOMO and LUMO in eV: 8.93
Highest occupied orbital energy in eV: -8.1086
Molecular weight in g mol⁻¹: 111.15
LUMO level in Eh: 0.0303
SMILES: N[C@@]12CNN=C[C@H]1C2

Each line ends with the Mulliken charge.
CARTESIAN COORDINATES (ANGSTROEM)
1 C -0.1843 -0.7141 0.2390  0.481
2 C -1.3987 -0.3141 -0.3429  -0.946
3 C 1.0436 1.1916 0.1102  -0.544
4 C 0.8690 0.0554 -0.8366  0.115
5 C 1.0750 -1.3992 -0.5767  -0.613
6 H -0.3237 0.4145 1.9057  0.401
7 H 1.2471 -0.2105 1.6726  0.334
8 H -2.0882 -0.8825 0.3806  0.334
9 H -1.7078 -0.7414 -1.1849  0.363
10 H -2.1145 1.5703 0.3202  0.350
11 H 2.0867 1.6623 0.2644  0.335
12 H 0.3070 0.5093 -1.7617  0.359
13 H 0.6415 -1.9712 -1.4621  0.209
14 H 1.8082 -1.8839 -0.0629  0.332
15 N 0.0358 -0.4685 1.6297  -0.816
16 N -1.2891 1.2270 -0.3829  -0.292
17 N -0.0077 1.9549 0.0884  -0.403

No. 7
C5H9N3 | ωB97M-V with the def2-TZVPD basis set

Properties
Gap between HOMO and LUMO in eV: 9.13
Highest occupied orbital energy in eV: -9.1451
Molecular weight in g mol⁻¹: 111.15
LUMO level in Eh: -0.0006

Each line ends with the Mulliken charge.
CARTESIAN COORDINATES (ANGSTROEM)
1 C 1.1455 -0.4753 -1.2147  0.064
2 C 1.9416 -0.8250 -0.0571  -0.830
3 N 1.3678 0.7059 -1.8548  -0.452
4 C -1.0186 -0.4367 -0.6559  0.038
5 N -1.5511 -0.3802 -1.6800  -0.615
6 H 0.9012 -1.2772 -1.9082  0.378
7 H 1.6333 1.4944 -1.2793  0.215
8 H 0.7125 0.9398 -2.5896  0.334
9 H 2.0162 -1.8982 0.1008  0.303
10 H 2.9032 -0.3198 0.0129  0.366
11 H 1.3168 -0.4540 0.8909  0.297
12 C -2.3650 0.6035 1.6792  -1.074
13 C -0.9761 0.1842 1.5048  0.731
14 N 0.1124 0.0241 1.9089  -0.710
15 H -3.0322 -0.1760 1.3109  0.322
16 H -2.5522 1.5031 1.0936  0.295
17 H -2.5555 0.7876 2.7376  0.339

No. 8
C5H9N3 | ωB97M-V with the def2-TZVPD basis set

Properties
Gap between HOMO and LUMO in eV: 9.55
Highest occupied orbital energy in eV: -9.0734
Molecular weight in g mol⁻¹: 111.15
LUMO level in Eh: 0.0174

Each line ends with the Mulliken charge.
CARTESIAN COORDINATES (ANGSTROEM)
1 C 2.9189 0.1812 0.1564  -0.192
2 C -0.0462 0.7403 -0.0244  0.105
3 C -1.4718 0.9228 -0.4786  -0.907
4 C -1.3478 -1.2249 -0.1155  -0.893
5 C -0.0050 -0.7121 0.2323  0.262
6 H 2.5438 1.4980 0.9094  0.200
7 H 4.0404 -0.4449 0.3570  0.269
8 H 0.3428 1.0799 1.1384  0.195
9 H -1.6434 1.9562 0.0143  0.328
10 H -1.5028 1.2307 -1.5678  0.235
11 H -2.6579 0.1489 0.8895  0.339
12 H -1.4989 -2.1615 0.4467  0.361
13 H -1.1308 -1.3812 -1.3233  0.296
14 H 0.6133 -1.0767 1.0573  0.465
15 N 2.3254 -0.5007 -0.7251  -0.469
16 N 0.8720 -0.1027 -0.8244  -0.226
17 N -2.3519 -0.1532 -0.1424  -0.369

No. 9
C5H9N3 | ωB97M-V with the def2-TZVPD basis set

Properties
Gap between HOMO and LUMO in eV: 8.80
Highest occupied orbital energy in eV: -8.1974
Molecular weight in g mol⁻¹: 111.15
LUMO level in Eh: 0.0221

Each line ends with the Mulliken charge.
CARTESIAN COORDINATES (ANGSTROEM)
1 C 1.9404 -0.2077 0.1137  -0.586
2 C 0.9133 0.5990 0.8985  -0.718
3 C -0.5017 0.2565 0.3736  0.554
4 C -1.0803 -0.9154 0.6111  -0.731
5 N -2.1768 -0.8976 -0.3462  -0.200
6 C -2.1453 0.4341 -0.6750  0.051
7 N -0.9902 1.0407 -0.7187  -0.513
8 N 1.9772 0.1737 -1.3175  -0.657
9 H 1.6767 -1.2626 0.1258  0.376
10 H 2.9605 -0.0752 0.4865  0.286
11 H 0.9811 1.6804 0.8091  0.312
12 H 0.7605 0.2595 1.9281  0.338
13 H -1.1789 -1.5683 1.4572  0.347
14 H -3.0803 -1.3291 -0.2647  0.261
15 H -3.0137 0.9666 -0.2661  0.304
16 H 1.7374 1.1563 -1.4278  0.274
17 H 1.2203 -0.3109 -1.7877  0.302

No. 10
C5H9N3 | ωB97M-V with the def2-TZVPD basis set

Properties
Gap between HOMO and LUMO in eV: 9.46
Highest occupied orbital energy in eV: -8.6823
Molecular weight in g mol⁻¹: 111.15
LUMO level in Eh: 0.0286
SMILES: C=N/N=C(/C)N1CC1

Each line ends with the Mulliken charge.
CARTESIAN COORDINATES (ANGSTROEM)
1 C -1.0645 2.1871 -0.0078  -0.894
2 C -0.3631 0.7780 -0.0188  0.539
3 C 2.8846 -0.2053 -0.0355  -0.368
4 C -0.9890 -1.5106 0.7197  -0.289
5 C -0.9163 -1.6204 -0.7631  -0.280
6 H -0.2827 3.0064 -0.1356  0.294
7 H -1.6029 2.2854 0.8925  0.242
8 H -1.9573 2.3820 -0.7166  0.260
9 H 3.3713 0.7810 -0.3221  0.294
10 H 3.3128 -1.1200 0.2682  0.278
11 H -0.0985 -1.5600 1.4553  0.196
12 H -1.9080 -1.8871 1.2628  0.229
13 H -1.7369 -1.9520 -1.3127  0.276
14 H 0.1142 -1.7391 -1.2032  0.189
15 N 0.9069 0.8311 -0.0375  -0.399
16 N 1.6273 -0.3251 0.0455  -0.242
17 N -1.2977 -0.3313 -0.0911  -0.325

No. 11
C5H9N3 | ωB97M-V with the def2-TZVPD basis set

Properties
Gap between HOMO and LUMO in eV: 9.26
Highest occupied orbital energy in eV: -8.6028
Molecular weight in g mol⁻¹: 111.15
LUMO level in Eh: 0.0241
SMILES: [H]/N=C1\NC[C@]2(C)CN12

Each line ends with the Mulliken charge.
CARTESIAN COORDINATES (ANGSTROEM)
1 C -2.2023 -0.2403 -0.7067  -1.208
2 C -0.9033 -0.0274 0.1006  0.881
3 C 0.0658 1.3334 0.2838  -0.632
4 C 1.5258 -0.3022 -0.3270  0.510
5 C -0.3458 -1.0758 0.9752  -0.659
6 H -2.1668 -1.3335 -0.6718  0.375
7 H -2.1885 0.1197 -1.7858  0.239
8 H -3.0037 0.3488 -0.3367  0.340
9 H -0.0639 1.6844 1.3174  0.297
10 H -0.2737 2.0207 -0.5006  0.368
11 H 2.1043 1.8110 0.0759  0.294
12 H 3.4928 -0.3119 -0.5885  0.209
13 H 0.5253 -0.8446 1.6524  0.263
14 H -0.8146 -2.1166 1.3665  0.176
15 N 1.3754 0.9526 -0.0678  -0.264
16 N 2.6191 -0.9644 -0.4269  -0.709
17 N 0.2540 -1.0540 -0.3602  -0.479

No. 12
C5H9N3 | ωB97M-V with the def2-TZVPD basis set

Properties
Gap between HOMO and LUMO in eV: 8.30
Highest occupied orbital energy in eV: -8.3256
Molecular weight in g mol⁻¹: 111.15
LUMO level in Eh: -0.0009
SMILES: [H]\N=C/C(C)=C(N)/C=N\[H]

Each line ends with the Mulliken charge.
CARTESIAN COORDINATES (ANGSTROEM)
1 C 1.0446 0.9709 1.1018  -1.553
2 C -0.4922 -0.6141 -0.0768  0.651
3 C 0.4871 0.3395 -0.1459  0.649
4 N -1.0657 -1.2138 -1.1650  -0.438
5 C -1.0033 -1.0758 1.2253  -0.053
6 C 0.9944 0.7863 -1.4305  -0.278
7 N -2.1163 -1.6064 1.4876  -0.668
8 N 1.7475 1.7622 -1.7210  -0.734
9 H -1.8464 -1.8289 -1.0110  0.154
10 H -0.9750 -0.8118 -2.0788  0.144
11 H -2.7601 -1.7100 0.7018  0.193
12 H 2.0326 2.3437 -0.9338  0.225
13 H -0.3448 -0.9395 2.0752  0.353
14 H 0.7048 0.1898 -2.2929  0.337
15 H 0.2822 1.5296 1.6444  0.341
16 H 1.8486 1.6590 0.8483  0.339
17 H 1.4619 0.2194 1.7713  0.339

No. 13
C5H9N3O | ωB97M-V with the def2-TZVPD basis set

Properties
Gap between HOMO and LUMO in eV: 8.95
Highest occupied orbital energy in eV: -9.1346
Molecular weight in g mol⁻¹: 127.15
LUMO level in Eh: -0.0070
SMILES: [H]/N=N/C(=C)[C@@](N)(O)C=C

Each line ends with the Mulliken charge.
CARTESIAN COORDINATES (ANGSTROEM)
1 N -1.0128 0.2773 -1.4893  -0.195
2 C -0.2645 -0.0919 0.8246  1.049
3 C -0.4367 0.8385 -0.3486  -0.060
4 N -1.9549 -0.5411 -1.3138  -0.453
5 N 0.4109 0.5218 1.8979  -0.580
6 C 0.7349 -1.2901 0.0681  -0.531
7 C 0.0968 2.0648 -0.4306  -0.812
8 C 1.7325 -1.0633 -0.7587  -0.587
9 O -1.4609 -0.6597 1.2099  -0.614
10 H -2.2982 -0.8707 -2.2250  0.231
11 H -1.9608 -0.8885 0.3526  0.460
12 H 1.1541 -0.0444 2.2862  0.256
13 H -0.2207 0.7984 2.6311  0.248
14 H 0.5612 -2.2602 0.5279  0.346
15 H 0.0009 2.6376 -1.3398  0.319
16 H 0.6236 2.5016 0.3961  0.351
17 H 1.8633 -0.0972 -1.2346  0.261
18 H 2.4314 -1.8329 -1.0540  0.311

No. 14
C5H9N3O | ωB97M-V with the def2-TZVPD basis set

Properties
Gap between HOMO and LUMO in eV: 9.29
Highest occupied orbital energy in eV: -8.4184
Molecular weight in g mol⁻¹: 127.15
LUMO level in Eh: 0.0320
SMILES: CN[C@@H]1[C@@H]2N=CN(O)[C@@H]21

Each line ends with the Mulliken charge.
CARTESIAN COORDINATES (ANGSTROEM)
1 C -1.3028 1.6694 0.1268  -0.682
2 C 0.1938 0.2061 1.0250  -0.560
3 C 1.3136 -0.8074 0.8659  -0.055
4 C 1.2816 -1.0953 -1.2574  0.050
5 C -0.0723 -1.2418 0.5122  -0.359
6 H -1.4283 2.5809 -0.5313  0.280
7 H -1.8215 1.9038 1.0574  0.294
8 H -1.7685 0.8273 -0.3769  0.136
9 H 0.8089 1.9765 0.4432  0.256
10 H 0.0140 0.2936 2.0715  0.488
11 H 1.9123 -0.9704 1.8417  0.333
12 H 1.4625 -1.1410 -2.2996  0.443
13 H -1.1484 -0.2263 -1.7388  0.361
14 H -0.7015 -1.9187 1.0368  0.393
15 N 0.0680 1.3172 0.2016  -0.287
16 N 2.1146 -0.7283 -0.3581  -0.669
17 N 0.0527 -1.4696 -0.8767  0.018
18 O -0.9786 -1.1759 -1.7433  -0.441